An isolated molecule of C3H7N3O. Source: the Open Molecules 2025 dataset; level of theory: ωB97M-V/def2-TZVPD.

CARTESIAN COORDINATES (ANGSTROEM)
C: 1.58 0.97 -0.52
N: 0.51 0.11 -0.97
C: -0.05 -0.70 -0.15
N: 0.41 -1.83 0.41
C: -1.38 -0.26 0.47
O: -1.82 -0.79 1.48
N: -1.85 0.85 -0.13
H: 2.58 0.53 -0.42
H: 1.29 1.33 0.48
H: 1.64 1.84 -1.18
H: -0.17 -2.27 1.11
H: 1.28 -2.25 0.12
H: -1.33 1.18 -0.93
H: -2.68 1.30 0.22

Results
E_tot in Eh: -357.99579
Multiplicity: 1
SMILES: C/N=C(\N)C(N)=O
Maximum force in eV/A: 0.52
Highest occupied orbital energy in Eh: -0.2927
HOMO-LUMO gap in eV: 8.52
Relative energy (zero: lowest compared OMol25 entry of this formula, charge and spin) in eV: 1.472
Charge: 0

A cluster of 2 separate species, C11H15N in total. Source: the Open Molecules 2025 dataset; level of theory: ωB97M-V/def2-TZVPD.

CARTESIAN COORDINATES (ANGSTROEM)
C: -0.25 -0.34 2.83
C: -1.70 -1.27 -0.47
C: -0.89 -0.40 0.28
C: -0.74 -0.96 1.57
C: -1.54 -2.14 1.56
C: -2.19 -0.86 -1.69
C: -1.87 0.42 -2.14
C: -0.49 0.85 -0.22
C: -0.95 1.23 -1.47
N: -2.05 -2.34 0.36
H: -2.76 -3.02 0.12
H: -2.85 -1.46 -2.29
H: -1.76 -2.85 2.34
H: -2.37 0.82 -3.02
H: 0.17 1.45 0.39
H: -0.84 0.54 3.09
H: 0.79 -0.02 2.72
H: -0.49 2.05 -2.00
H: -0.30 -1.05 3.65
C: 2.98 0.47 -0.36
C: 2.79 1.81 -1.04
H: 2.68 -0.41 -0.93
H: 4.01 0.26 -0.08
H: 2.36 0.53 0.53
H: 3.44 2.58 -0.62
H: 1.78 2.21 -1.00
H: 3.03 1.90 -2.11

Results
E_tot in Eh: -482.62525
Multiplicity: 2
Maximum force in eV/A: 1.55
Highest occupied orbital energy (alpha / beta) in Eh: -0.4762 / -0.4962
HOMO-LUMO gap (alpha / beta) in eV: 9.35 / 6.61
Relative energy (zero: lowest compared OMol25 entry of this formula, charge and spin) in eV: 0.305
Charge: +1

A cluster of 3 separate species, C30H61BClN3O16P3 in total. Source: the Open Molecules 2025 dataset; level of theory: ωB97M-V/def2-TZVPD.

CARTESIAN COORDINATES (ANGSTROEM)
C: 1.74 -4.14 1.92
C: 0.68 -5.03 1.24
C: -0.69 -4.31 1.15
C: -1.81 -5.32 0.83
C: -3.06 -5.31 1.72
C: -3.63 -4.00 2.30
C: -3.19 -3.58 3.75
C: -4.24 -3.38 4.82
C: -5.27 -4.50 5.01
O: -4.90 -5.72 4.35
C: -5.97 -6.53 4.09
C: -5.91 -7.22 2.76
O: -6.85 -6.69 4.87
O: -2.02 -4.35 4.11
C: -2.11 -5.06 5.19
N: -2.27 -5.78 6.08
C: -2.57 -2.22 3.34
Cl: -1.57 -1.47 4.44
N: -2.83 -1.80 2.14
N: -2.13 -0.64 1.76
C: -0.73 -0.88 1.39
C: -2.75 0.28 0.79
C: -2.39 0.29 -0.67
O: -3.48 1.13 1.19
C: -3.79 -2.72 1.45
C: -3.69 -2.91 -0.08
B: -4.83 -2.26 -0.99
O: -5.08 -0.92 -1.08
O: -5.64 -3.14 -1.68
P: -5.52 -2.10 2.06
O: -5.72 -0.55 1.70
O: -6.64 -3.09 1.38
H: 2.12 -4.63 2.82
H: 2.56 -3.90 1.25
H: 1.32 -3.19 2.26
H: 0.53 -5.91 1.87
H: 1.00 -5.33 0.24
H: -0.59 -3.64 0.30
H: -0.80 -3.79 2.10
H: -1.37 -6.32 0.91
H: -2.07 -5.23 -0.22
H: -2.90 -6.01 2.54
H: -3.88 -5.76 1.15
H: -4.68 -4.29 2.46
H: -4.80 -2.47 4.63
H: -3.75 -3.21 5.78
H: -5.38 -4.71 6.08
H: -6.25 -4.18 4.66
H: -4.87 -7.42 2.52
H: -6.45 -8.16 2.79
H: -6.30 -6.55 1.99
H: -0.24 0.10 1.36
H: -0.21 -1.47 2.14
H: -0.59 -1.37 0.43
H: -3.24 0.61 -1.25
H: -1.91 -0.61 -1.04
H: -1.63 1.08 -0.77
H: -2.68 -2.59 -0.37
H: -3.71 -3.97 -0.30
H: -5.20 -0.69 -2.02
H: -6.54 -3.13 -1.35
H: -6.10 -0.06 2.44
H: -7.47 -2.59 1.30
O: -0.11 4.81 -2.00
P: 0.41 5.98 -1.29
O: 1.99 5.87 -1.09
C: 2.85 5.90 -2.25
C: 2.95 7.28 -2.86
O: -0.05 5.77 0.26
C: -0.96 4.74 0.60
C: -0.23 3.48 1.02
O: 0.26 7.57 -1.24
C: -0.96 8.19 -1.71
C: -2.16 7.84 -0.85
H: 2.51 5.17 -2.98
H: 3.84 5.59 -1.90
H: 2.00 7.59 -3.31
H: 3.71 7.30 -3.65
H: 3.20 8.03 -2.11
H: -1.65 4.54 -0.23
H: -1.57 5.11 1.43
H: 0.57 3.23 0.32
H: -0.93 2.63 1.08
H: 0.23 3.61 2.00
H: -1.13 7.91 -2.75
H: -0.78 9.26 -1.68
H: -2.44 6.79 -0.97
H: -3.02 8.44 -1.15
H: -1.95 8.01 0.20
O: 7.17 0.31 -3.31
P: 7.01 1.77 -3.37
O: 5.47 2.15 -3.60
C: 4.52 1.86 -2.57
C: 4.65 2.77 -1.36
O: 7.59 2.20 -4.82
C: 8.32 1.28 -5.64
C: 7.41 0.59 -6.63
O: 7.50 3.12 -2.65
C: 8.76 3.13 -1.94
C: 9.95 2.94 -2.86
H: 4.61 0.81 -2.28
H: 3.54 2.00 -3.03
H: 5.59 2.58 -0.83
H: 3.83 2.60 -0.66
H: 4.66 3.81 -1.66
H: 8.85 0.55 -5.02
H: 9.08 1.86 -6.17
H: 6.50 0.22 -6.15
H: 7.92 -0.25 -7.11
H: 7.10 1.28 -7.41
H: 8.75 2.35 -1.17
H: 8.81 4.09 -1.44
H: 9.99 1.93 -3.27
H: 10.88 3.11 -2.31
H: 9.90 3.64 -3.70

Results
E_tot in Eh: -4056.83042
Multiplicity: 1
Maximum force in eV/A: 5.08
Highest occupied orbital energy in Eh: -0.4252
HOMO-LUMO gap in eV: 7.50
Charge: +1

A structure of composition C45H40CrN8O5. Source: the Open Molecules 2025 dataset; level of theory: ωB97M-V/def2-TZVPD.

CARTESIAN COORDINATES (ANGSTROEM)
Cr: -0.23 -0.65 -0.21
C: 3.67 -0.59 2.39
C: 3.26 -1.97 1.95
C: 4.22 -2.98 1.97
C: 3.90 -4.28 1.62
C: 2.60 -4.58 1.26
C: 1.61 -3.60 1.23
C: 0.21 -4.04 0.88
C: 1.94 -2.28 1.57
N: 1.00 -1.22 1.44
C: 0.74 -0.49 2.53
O: 0.85 -0.84 3.72
C: 0.15 0.86 2.22
C: -0.08 1.87 3.13
C: -0.69 3.03 2.66
C: -1.09 3.14 1.34
C: -0.84 2.07 0.50
N: -0.20 1.00 0.94
C: -1.30 1.95 -0.94
O: -1.81 2.90 -1.50
N: -1.07 0.71 -1.42
C: -1.43 0.46 -2.78
C: -2.68 -0.10 -3.08
C: -3.75 -0.20 -2.04
C: -2.93 -0.50 -4.39
C: -1.99 -0.31 -5.39
C: -0.80 0.34 -5.10
C: -0.52 0.75 -3.80
C: 0.72 1.56 -3.51
H: 4.74 -0.45 2.28
H: 3.42 -0.43 3.44
H: 3.16 0.20 1.83
H: 5.23 -2.73 2.26
H: 4.66 -5.05 1.63
H: 2.34 -5.60 1.00
H: -0.14 -4.78 1.60
H: 0.18 -4.51 -0.10
H: -0.49 -3.21 0.85
H: 0.20 1.73 4.16
H: -0.88 3.85 3.35
H: -1.60 4.01 0.95
H: -3.36 -0.42 -1.05
H: -4.50 -0.94 -2.31
H: -4.26 0.77 -1.95
H: -3.89 -0.95 -4.63
H: -2.19 -0.64 -6.40
H: -0.09 0.55 -5.89
H: 1.28 1.73 -4.43
H: 1.39 1.08 -2.80
H: 0.45 2.53 -3.10
C: 2.84 -5.94 -12.39
O: 3.59 -4.96 -11.68
C: 3.15 -4.60 -10.46
C: 2.01 -5.10 -9.85
C: 1.65 -4.65 -8.58
C: 2.42 -3.70 -7.92
C: 3.56 -3.20 -8.55
C: 3.93 -3.64 -9.80
C: 2.00 -3.26 -6.59
N: 0.88 -3.60 -5.99
C: 0.91 -2.96 -4.78
C: 2.07 -2.22 -4.64
N: 2.76 -2.43 -5.80
C: 2.37 -1.46 -3.47
C: 3.54 -0.73 -3.22
C: 3.67 -0.04 -2.04
C: 2.61 -0.05 -1.13
N: 1.50 -0.72 -1.35
C: 1.38 -1.45 -2.48
C: 0.18 -2.24 -2.60
N: -0.67 -2.20 -1.55
C: -1.75 -2.95 -1.58
C: -2.07 -3.76 -2.67
C: -1.23 -3.78 -3.76
C: -0.07 -3.01 -3.74
H: 3.37 -6.08 -13.33
H: 1.83 -5.58 -12.60
H: 2.80 -6.88 -11.85
H: 1.40 -5.84 -10.34
H: 0.77 -5.04 -8.10
H: 4.18 -2.44 -8.07
H: 4.81 -3.25 -10.29
H: 3.66 -2.05 -6.05
H: 4.34 -0.71 -3.95
H: 4.56 0.52 -1.81
H: 2.66 0.52 -0.21
H: -2.40 -2.89 -0.71
H: -2.97 -4.35 -2.65
H: -1.45 -4.38 -4.63
N: -1.55 -2.44 3.37
C: -2.67 -1.48 3.13
C: -2.49 -0.72 1.81
O: -3.08 0.33 1.66
O: -1.73 -1.34 0.96
H: -1.80 -3.16 4.04
H: -0.67 -1.96 3.71
H: -1.31 -2.87 2.47
H: -2.72 -0.77 3.96
H: -3.60 -2.04 3.08

Results
E_tot in Eh: -3597.61234
Multiplicity: 4
Maximum force in eV/A: 0.48
Highest occupied orbital energy (alpha / beta) in Eh: -0.3685 / -0.3687
HOMO-LUMO gap (alpha / beta) in eV: 6.96 / 6.70
Relative energy (zero: lowest compared OMol25 entry of this formula, charge and spin) in eV: 0.019
Charge: +1

A structure of composition C22H44Br22. Source: the Open Molecules 2025 dataset; level of theory: ωB97M-V/def2-TZVPD.

CARTESIAN COORDINATES (ANGSTROEM)
Br: -5.37 -5.52 -1.40
C: -4.26 -4.32 -0.36
C: -3.00 -4.00 -1.10
Br: -1.92 -2.92 0.10
H: -4.07 -4.82 0.59
H: -4.87 -3.45 -0.13
H: -3.17 -3.43 -2.01
H: -2.40 -4.89 -1.27
Br: -2.89 -1.69 5.63
C: -3.96 -1.81 4.05
C: -3.68 -0.69 3.07
Br: -4.86 -0.77 1.56
H: -5.01 -1.97 4.25
H: -3.66 -2.73 3.54
H: -2.67 -0.84 2.68
H: -3.69 0.31 3.49
Br: -2.42 -0.47 -2.51
C: -1.77 1.16 -3.37
C: -2.91 2.09 -3.60
Br: -2.33 3.62 -4.62
H: -1.34 0.87 -4.32
H: -1.04 1.54 -2.67
H: -3.33 2.47 -2.67
H: -3.75 1.59 -4.08
Br: 4.52 4.68 0.20
C: 2.68 4.88 0.79
C: 1.91 3.61 0.68
Br: 2.60 2.19 1.80
H: 2.21 5.68 0.24
H: 2.74 5.20 1.83
H: 1.90 3.24 -0.35
H: 0.89 3.74 1.02
Br: 4.15 -1.28 0.85
C: 4.34 -0.33 -0.86
C: 3.96 -1.29 -1.94
Br: 3.91 -0.32 -3.65
H: 5.39 -0.10 -0.88
H: 3.71 0.55 -0.86
H: 2.95 -1.68 -1.82
H: 4.67 -2.09 -2.07
Br: 1.81 -3.94 1.72
C: 3.21 -4.69 2.85
C: 3.64 -3.68 3.83
Br: 5.12 -4.37 4.86
H: 3.97 -5.05 2.17
H: 2.82 -5.60 3.30
H: 2.85 -3.37 4.51
H: 3.97 -2.77 3.34
Br: -1.90 2.23 5.53
C: -0.38 1.11 5.97
C: 0.62 1.29 4.87
Br: 2.09 0.04 5.02
H: -0.71 0.08 6.04
H: 0.00 1.47 6.92
H: 1.04 2.29 4.81
H: 0.16 1.09 3.91
Br: 0.25 0.70 -1.58
C: -0.61 0.18 0.09
C: 0.31 -0.70 0.89
Br: -0.62 -1.12 2.52
H: -1.54 -0.31 -0.16
H: -0.80 1.11 0.61
H: 1.21 -0.20 1.21
H: 0.56 -1.62 0.38
Br: 0.35 -3.44 -1.80
C: 0.20 -2.53 -3.55
C: 0.50 -3.52 -4.62
Br: -0.03 -2.74 -6.33
H: 0.88 -1.69 -3.50
H: -0.83 -2.22 -3.56
H: -0.07 -4.43 -4.50
H: 1.56 -3.72 -4.71
Br: -2.18 2.06 1.93
C: -2.05 3.97 1.67
C: -2.47 4.31 0.24
Br: -1.10 3.84 -1.05
H: -1.05 4.29 1.90
H: -2.81 4.40 2.33
H: -2.67 5.36 0.08
H: -3.33 3.71 -0.03
Br: 0.55 1.69 -6.34
C: 1.90 2.10 -5.00
C: 1.57 3.43 -4.42
Br: 3.01 4.02 -3.28
H: 2.86 2.09 -5.52
H: 1.86 1.28 -4.30
H: 0.66 3.43 -3.84
H: 1.46 4.15 -5.23

Results
E_tot in Eh: -57492.94561
Multiplicity: 1
Maximum force in eV/A: 4.22
Highest occupied orbital energy in Eh: -0.3373
HOMO-LUMO gap in eV: 9.10
Relative energy (zero: lowest compared OMol25 entry of this formula, charge and spin) in eV: 2.472
Charge: 0

A structure of composition C20H13Cl6NO4Rh. Source: the Open Molecules 2025 dataset; level of theory: ωB97M-V/def2-TZVPD.

CARTESIAN COORDINATES (ANGSTROEM)
Rh: 0.13 0.84 1.13
Cl: 5.09 6.26 1.61
C: 3.72 5.30 1.45
C: 3.84 3.89 1.61
Cl: 5.35 3.20 1.95
C: 2.72 3.11 1.48
Cl: 2.78 1.41 1.67
C: 1.43 3.68 1.19
O: 0.41 2.97 1.07
C: 1.35 5.11 1.04
Cl: -0.18 5.76 0.70
C: 2.47 5.90 1.17
Cl: 2.36 7.59 0.99
C: -4.74 0.50 0.34
C: -4.18 0.02 1.52
C: -2.81 0.05 1.65
N: -2.00 0.52 0.69
C: -2.55 0.96 -0.45
C: -3.91 0.97 -0.66
H: -5.82 0.49 0.21
H: -4.79 -0.37 2.32
H: -2.32 -0.33 2.54
H: -1.86 1.30 -1.21
H: -4.31 1.33 -1.60
C: -1.94 -3.93 -1.26
C: -0.69 -3.31 -1.81
C: -0.61 -2.88 -3.12
C: 0.57 -2.31 -3.60
Cl: 0.63 -1.76 -5.25
C: 1.67 -2.17 -2.79
C: 1.61 -2.60 -1.47
C: 0.43 -3.16 -0.98
O: 0.26 -3.59 0.30
C: 1.29 -3.33 1.22
C: 1.53 -1.84 1.44
O: 2.61 -1.38 1.71
O: 0.45 -1.12 1.28
H: -2.72 -3.96 -2.03
H: -2.31 -3.37 -0.40
H: -1.76 -4.95 -0.92
H: -1.46 -2.99 -3.78
H: 2.59 -1.74 -3.18
H: 2.49 -2.50 -0.85
H: 2.23 -3.80 0.93
H: 0.96 -3.78 2.16

Results
E_tot in Eh: -3997.05443
Multiplicity: 5
Maximum force in eV/A: 0.43
Highest occupied orbital energy (alpha / beta) in Eh: -0.3819 / -0.3819
HOMO-LUMO gap (alpha / beta) in eV: 7.42 / 3.93
Charge: +1

A cluster of 3 separate species, C3H9NO2 in total. Source: the Open Molecules 2025 dataset; level of theory: ωB97M-V/def2-TZVPD.

CARTESIAN COORDINATES (ANGSTROEM)
C: -0.83 0.53 0.82
C: -1.90 0.81 -0.22
C: 1.04 0.89 -0.33
N: 1.54 -2.24 -0.14
O: -0.83 -0.58 1.41
O: 0.92 -1.19 0.27
H: -0.48 1.40 1.39
H: 2.29 -2.61 0.44
H: 1.04 -2.87 -0.76
H: -2.87 0.87 0.29
H: -1.95 -0.02 -0.93
H: -1.73 1.74 -0.76
H: 1.16 0.44 -1.31
H: 1.95 0.92 0.26
H: 0.67 1.91 -0.43

Results
E_tot in Eh: -324.70195
Multiplicity: 1
Maximum force in eV/A: 2.53
Highest occupied orbital energy (alpha / beta) in Eh: -0.3223 / -0.3185
HOMO-LUMO gap (alpha / beta) in eV: 8.28 / 9.17
Relative energy (zero: lowest compared OMol25 entry of this formula, charge and spin) in eV: 7.365
Charge: 0

A cluster of 2 separate species, C4H7N in total. Source: the Open Molecules 2025 dataset; level of theory: ωB97M-V/def2-TZVPD.

CARTESIAN COORDINATES (ANGSTROEM)
C: -1.03 -0.25 -0.42
C: 1.51 0.06 -0.97
C: 1.42 -0.45 0.24
C: -1.57 0.34 0.81
N: -1.15 -0.64 -1.51
H: 1.52 1.07 -1.11
H: 1.97 -0.61 -1.69
H: 1.31 -1.51 0.25
H: 1.25 0.13 1.12
H: -2.06 -0.26 1.54
H: -2.30 1.11 0.37
H: -0.88 1.02 1.38

Results
E_tot in Eh: -211.26586
Multiplicity: 1
SMILES: CC#N.C=C
Maximum force in eV/A: 3.92
Highest occupied orbital energy in Eh: -0.3431
HOMO-LUMO gap in eV: 10.19
Relative energy (zero: lowest compared OMol25 entry of this formula, charge and spin) in eV: 2.580
Charge: 0

A cluster of 4 separate species, H8O4 in total. Source: the Open Molecules 2025 dataset; level of theory: ωB97M-V/def2-TZVPD.

CARTESIAN COORDINATES (ANGSTROEM)
O: -2.89 1.34 -0.17
H: -2.51 0.69 -0.77
H: -2.50 2.17 -0.45
O: -0.24 -0.13 1.91
H: -0.34 0.63 1.34
H: -0.78 0.08 2.68
O: 1.79 -3.29 0.78
H: 1.69 -3.18 -0.16
H: 1.28 -2.57 1.16
O: 1.17 1.62 -2.07
H: 2.03 1.82 -1.70
H: 1.30 0.81 -2.55

Results
E_tot in Eh: -305.74195
Multiplicity: 1
SMILES: O.O.O.O
Maximum force in eV/A: 0.40
Highest occupied orbital energy in Eh: -0.4164
HOMO-LUMO gap in eV: 11.64
Relative energy (zero: lowest compared OMol25 entry of this formula, charge and spin) in eV: 1.014
Charge: 0

A structure of composition C2H5F2NP2. Source: the Open Molecules 2025 dataset; level of theory: ωB97M-V/def2-TZVPD.

CARTESIAN COORDINATES (ANGSTROEM)
C: 0.80 0.84 -0.53
C: -0.03 0.12 0.47
N: -1.87 0.49 -1.34
F: 2.00 1.13 0.05
F: -0.14 -1.62 -0.39
P: -1.78 -0.35 -0.03
P: 0.45 -0.49 2.06
H: 1.01 0.16 -1.23
H: 0.37 1.81 -0.74
H: -2.63 0.41 -1.99
H: 1.79 -0.67 1.79
H: 0.03 -1.82 1.88

Results
E_tot in Eh: -1016.19090
Multiplicity: 3
Maximum force in eV/A: 4.54
Highest occupied orbital energy (alpha / beta) in Eh: -0.2590 / -0.3450
HOMO-LUMO gap (alpha / beta) in eV: 6.87 / 5.92
Charge: 0

A cluster of 2 separate species, C10H19N2O3S in total. Source: the Open Molecules 2025 dataset; level of theory: ωB97M-V/def2-TZVPD.

CARTESIAN COORDINATES (ANGSTROEM)
C: -0.49 1.50 -4.55
C: 0.36 1.03 -3.32
C: 1.73 0.56 -3.41
N: 2.14 0.26 -2.06
C: 1.05 0.56 -1.28
C: 1.19 0.38 0.29
C: 1.03 1.87 0.90
O: 0.08 1.92 1.98
N: -0.08 1.02 -1.94
C: -1.38 1.46 -1.41
C: -1.93 0.55 -0.22
O: -2.31 -0.57 -0.46
H: -1.58 1.52 -4.24
H: -0.34 0.78 -5.41
H: -0.18 2.56 -4.83
H: 2.42 0.45 -4.28
H: 3.03 -0.10 -1.72
H: 0.37 -0.29 0.70
H: 2.20 0.00 0.59
H: 0.62 2.54 0.08
H: 2.05 2.29 1.15
H: 0.60 1.67 2.77
H: -1.29 2.55 -1.10
H: -2.19 1.44 -2.20
H: -1.94 0.90 0.86
C: -0.21 -4.00 3.15
S: -0.38 -2.41 2.31
O: 1.00 -1.85 2.13
C: -1.14 -1.54 3.69
H: 0.28 -4.69 2.47
H: 0.39 -3.88 4.05
H: -1.20 -4.38 3.40
H: -0.48 -1.58 4.56
H: -2.10 -2.01 3.93
H: -1.31 -0.51 3.40

Results
E_tot in Eh: -1125.53514
Multiplicity: 1
Maximum force in eV/A: 4.85
Highest occupied orbital energy in Eh: -0.4282
HOMO-LUMO gap in eV: 8.93
Relative energy (zero: lowest compared OMol25 entry of this formula, charge and spin) in eV: 1.235
Charge: +1

An isolated molecule of C4H2F2OS. Source: the Open Molecules 2025 dataset; level of theory: ωB97M-V/def2-TZVPD.

CARTESIAN COORDINATES (ANGSTROEM)
C: -0.66 0.08 0.00
C: -0.05 -1.13 -0.01
C: 1.56 0.33 0.00
C: 0.40 1.04 0.00
H: -2.86 -0.73 0.00
H: -0.40 -2.19 0.02
O: 1.31 -0.99 0.00
F: 2.82 0.70 0.00
F: 0.26 2.36 0.00
S: -2.37 0.52 0.00

Results
E_tot in Eh: -826.72868
Multiplicity: 1
SMILES: Fc1occ(S)c1F
Maximum force in eV/A: 1.33
Highest occupied orbital energy in Eh: -0.3208
HOMO-LUMO gap in eV: 9.35
Relative energy (zero: lowest compared OMol25 entry of this formula, charge and spin) in eV: 0.100
Charge: 0